DFT (ωB97M-V/def2-TZVPD) results for C3H4OS in the gas phase at a distorted geometry.

The geometry in XYZ format:
```
9
Properties=species:S:1:pos:R:3:forces:R:3
H 0.132209 -2.014760 -0.464555 -0.4 0.6 -0.4
H -1.140102 -0.810750 -1.060080 1.1 -0.1 0.6
O 0.197101 -0.762796 1.700686 0.4 -0.3 1.3
S -0.289317 2.261326 -0.721206 0.2 -1.0 0.2
H 0.613648 -0.536769 -1.416513 -0.7 -0.4 0.6
C -0.096820 -0.943023 -0.647207 0.4 -1.2 -1.3
C 0.131636 -0.241969 0.635222 -1.1 1.2 -2.1
C 0.119475 1.270065 0.488633 0.2 1.9 2.2
H 0.332171 1.778677 1.485021 -0.1 -0.8 -1.1
```
Positions in Å, forces in eV/Å.

Output
Highest occupied orbital energy = -9.20 eV
Total charge = 0
LUMO level = -1.4 eV
SMILES string = CC(=O)C=S
Energy above the lowest of the compared OMol25 structures with the same formula, charge and spin = 0.840 eV
Orbital gap = 7.8 eV

***

DFT (ωB97M-V/def2-TZVPD) results for a molecular structure, C37H31AsP2RuS4Si at a distorted geometry.

The geometry in XYZ format:
```
77
Properties=species:S:1:pos:R:3:forces:R:3
C -4.425086 -1.978287 2.618183 0.0 0.1 0.1
H 5.227214 -0.776787 0.422683 0.0 0.0 0.1
C -3.714086 1.823213 0.985283 -0.1 0.0 0.0
C -2.733586 -0.106187 -1.962517 0.2 -0.2 0.0
C -3.471586 -1.240787 1.948883 0.0 0.0 -0.1
C 3.012614 4.220813 0.885783 0.0 0.1 0.0
H 4.578014 1.271813 1.404383 0.1 0.0 0.1
C 5.801614 -1.081687 -1.612717 0.2 0.0 0.0
H 2.483314 0.553113 3.138583 0.1 0.0 0.0
H -6.118286 -3.201487 -0.035617 -0.1 -0.1 0.0
C 4.893214 -0.830087 -0.603817 -0.1 0.0 0.0
H -4.236686 1.383513 -1.623217 -0.1 0.0 0.0
C 3.545814 -0.680187 -0.913217 -0.4 -0.1 -0.2
C 2.821514 -0.473887 3.063483 0.1 0.0 -0.1
C -4.414886 -1.924787 -0.161717 0.2 0.3 0.1
H 4.919814 3.694013 1.709883 0.1 0.1 0.1
H 1.103914 4.452213 -0.028517 -0.1 0.2 -0.1
H 2.053214 -0.694487 -2.434917 0.1 0.0 -0.1
H -4.812886 3.428813 1.878883 -0.1 0.0 0.0
C 1.625814 2.392513 0.147183 -0.4 -0.6 -0.3
C -5.383586 -2.675587 1.902383 -0.1 0.0 0.0
H -4.010186 -0.174687 -5.601517 0.0 0.0 -0.1
H -2.990686 5.067313 1.587283 0.0 0.0 0.1
H -0.879386 4.389713 0.541683 0.0 0.1 0.0
S -0.238686 -0.651187 2.360483 0.2 0.2 -0.8
H 3.364514 -2.881287 0.726183 -0.1 -0.1 0.2
H 3.155314 5.282313 1.031583 0.0 0.1 0.0
H -2.725586 -0.675887 2.497383 -0.1 -0.1 0.0
H -4.508886 1.100713 1.112183 0.0 0.0 0.0
C -2.113286 -0.920687 -2.906317 0.1 0.0 0.1
C 3.117514 -0.790687 -2.229617 -0.1 0.0 0.1
H -0.090386 3.472313 -2.339717 0.0 0.3 0.1
S -2.195786 -4.575687 0.761283 0.1 0.7 -0.2
C -2.514486 1.446113 0.398583 -0.1 0.2 0.0
As -0.325486 -3.569987 1.057483 -0.4 -2.4 0.8
C 5.376314 -1.192087 -2.926217 0.0 0.0 -0.1
C -0.017386 2.393513 -2.426217 0.1 -0.6 0.7
H -6.140686 -3.239887 2.427283 0.0 -0.1 0.0
H -4.409986 -1.901987 -1.242817 0.0 -0.1 0.0
C -5.376186 -2.647487 0.519683 -0.2 -0.1 0.0
P 2.289614 -0.269287 0.336283 0.7 0.3 0.4
C -3.463086 -1.210787 0.555583 0.1 0.0 0.0
C -2.567386 -0.937787 -4.211917 -0.1 0.0 -0.2
H -2.095186 -1.586187 -4.935917 0.0 -0.1 -0.1
C -3.779286 0.726613 -2.351217 0.1 -0.1 0.1
C 3.810214 1.972113 1.104883 0.0 0.0 0.0
C 3.427714 -2.554487 4.093883 0.1 -0.1 0.0
C -1.478886 2.364413 0.218583 0.4 -0.4 -0.3
C 3.999814 3.330613 1.275983 0.2 0.0 0.1
C 3.076814 -1.216987 4.200583 0.0 0.0 0.1
C -2.859686 4.046213 1.254383 0.0 0.2 0.0
C 2.616614 1.507113 0.567083 0.1 0.0 0.1
H 6.090714 -1.402387 -3.711017 0.0 0.0 0.0
S 1.069114 -5.112287 1.577683 0.2 0.5 0.0
C -3.633986 -0.136587 -4.587817 0.0 0.0 0.0
H 2.964514 -0.756287 5.172783 0.0 0.0 0.1
C 3.308514 -2.415087 1.706583 0.1 0.3 -0.1
C 4.033114 -1.050487 -3.233017 0.0 0.0 -0.2
C 3.545714 -3.155587 2.849383 0.0 0.0 0.2
H 3.578514 -3.139587 4.990383 0.0 0.0 0.0
C -1.670486 3.664113 0.655983 0.0 0.2 -0.1
Ru 0.059614 -0.649387 0.084283 -0.2 -1.2 -0.3
H 3.765014 -4.209587 2.770383 0.0 0.0 0.0
C 2.956214 -1.070287 1.812183 -0.1 -0.2 0.0
H 0.875314 2.159113 -2.994417 0.3 -0.1 -0.1
C -3.882686 3.128113 1.416483 -0.1 0.0 0.0
H -5.050186 1.341113 -3.958117 0.0 0.1 0.0
C 1.849214 3.748613 0.305583 0.1 0.4 0.0
H -0.878186 2.041613 -2.985717 -0.2 -0.1 -0.1
H -4.418186 -2.009287 3.697483 0.0 0.0 0.1
Si 0.066314 1.612913 -0.653317 0.0 1.3 0.0
H -1.276986 -1.545487 -2.605017 -0.1 0.1 0.0
P -2.160686 -0.219787 -0.234117 -0.8 0.2 0.0
C -4.225386 0.708113 -3.660617 -0.1 0.0 -0.1
S 0.278114 -2.842687 -0.969017 0.0 1.0 0.0
H 6.848714 -1.199087 -1.378117 0.1 0.0 0.1
H 3.698814 -1.147587 -4.255117 0.0 0.0 -0.1
```
Positions in Å, forces in eV/Å.

Output
Highest occupied orbital energy (spin up / spin down) = -3.74 / -3.91 eV
Total charge = -1
LUMO level (spin up / spin down) = 2.5 / 0.8 eV
⟨S²⟩ = 8.7897
2S+1 = 6
Energy above the lowest of the compared OMol25 structures with the same formula, charge and spin = 0.000 eV
Orbital gap (spin up / spin down) = 6.2 / 4.7 eV

***

DFT (ωB97M-V/def2-TZVPD) results for a molecular structure, C27H31As2N2O9PbS3 at a distorted geometry.

The geometry in XYZ format:
```
75
Properties=species:S:1:pos:R:3:forces:R:3
O -2.621431 2.830359 0.183753 -0.2 -0.1 0.2
H 0.148142 -2.872799 -8.529020 0.0 0.0 0.0
H -3.871678 0.426851 0.175294 0.0 0.0 0.0
H 3.918798 -4.610466 -1.557633 0.0 0.0 -0.1
H 3.479653 0.322446 4.466637 -0.1 0.0 0.1
H -3.161966 -0.498513 5.581130 0.0 -0.1 -0.1
C 1.361484 1.025613 2.376649 -0.1 0.4 0.2
H 2.853791 0.782680 -2.878428 -0.1 0.0 -0.1
C 2.091455 -2.749458 -4.137400 0.0 0.0 0.1
C -0.587228 2.618343 -1.603720 0.0 0.1 -0.2
C 1.823153 0.847318 -3.240591 0.1 0.1 0.1
H -3.020931 -0.083750 7.302374 0.0 0.0 0.1
As -0.849113 2.294380 4.057125 -0.2 -0.2 -0.1
C 3.341782 -4.464750 -2.470789 0.0 -0.1 0.0
H 0.348818 -3.357301 -3.031633 0.0 0.0 0.0
C 1.806145 -2.466137 -6.497210 0.0 0.0 0.0
H 3.457550 -0.214882 2.767310 -0.1 -0.1 -0.1
C 2.624058 -2.427441 -5.374759 0.1 0.0 0.0
H 3.668758 -2.143219 -5.463284 -0.1 0.0 0.0
C -3.523501 0.160805 1.168899 0.0 0.2 -0.1
C -0.977515 0.287499 4.038513 0.2 0.0 0.2
H 0.807269 -1.921847 3.164685 0.0 0.0 0.0
H 0.825199 -3.597547 2.582293 0.0 -0.1 0.0
H -1.121269 -3.664887 -7.582144 0.0 0.0 0.0
H -2.661171 1.141329 6.081850 0.0 0.1 0.0
S -1.629878 1.523873 -2.388920 0.0 0.1 0.0
O 1.442315 0.070987 1.651645 -0.1 -0.2 -0.4
C 0.458584 -2.801182 -6.393435 -0.1 0.0 -0.1
C -1.390531 -0.453881 3.009259 -0.2 -0.2 0.1
H -3.903587 -0.825825 1.446262 0.1 0.0 0.0
C -0.384230 3.934811 -1.917514 0.1 0.1 0.1
As -1.588962 -0.017189 1.124247 -0.1 -0.1 0.2
O 0.664901 -0.765858 5.341091 0.1 0.0 0.0
Pb 0.408873 -0.380976 -1.951932 0.0 -0.6 -0.1
H 1.252909 3.295376 4.964122 0.0 0.0 0.0
O -2.934888 -2.083009 3.726324 0.0 0.0 0.0
H -4.154992 4.087775 0.837771 0.0 0.0 0.0
H 4.289540 1.299004 3.215840 0.0 0.1 0.0
C 0.324116 -2.639996 2.506891 -0.1 0.0 0.1
H -3.036584 4.805518 -0.342388 0.1 0.0 0.0
H -1.106522 -3.366460 -5.034156 0.1 0.0 0.0
C -0.665208 1.921566 1.178192 0.7 0.8 -0.1
O 2.295353 -2.230679 -1.542137 0.1 -0.1 -0.3
C 0.528392 4.767389 -1.175321 0.0 0.0 -0.1
C -0.434455 -2.817277 -7.609872 0.1 0.0 0.1
S 3.149984 -2.704158 -2.703506 0.1 0.3 0.1
C 0.748942 -3.086990 -4.003417 0.0 -0.1 -0.1
C -1.719509 3.060040 1.109109 0.1 0.2 0.1
H 1.189844 1.601766 5.505849 0.0 0.0 0.0
S 0.483078 1.971791 -0.302832 -0.1 0.3 0.1
H 1.767872 0.449340 -4.259180 0.0 0.0 0.1
C -3.568712 3.900799 -0.058372 0.0 0.0 0.0
H -3.857610 0.883023 1.909824 0.0 0.0 0.0
C -1.840353 -1.889941 3.274024 0.2 0.0 -0.1
H 0.145027 2.833480 6.262146 -0.1 0.0 0.0
C -1.095921 4.519766 -3.020676 0.0 0.0 -0.1
C 0.086342 1.873478 2.380980 -0.3 -0.7 -0.2
C 0.607970 2.501437 5.335353 0.1 0.1 0.0
H 3.885669 -4.865216 -3.328960 -0.1 0.0 0.1
C -2.610023 0.081512 6.314748 0.2 -0.2 0.0
O 2.238882 1.422594 3.260163 0.1 0.1 0.0
O -1.042191 -2.890852 2.926187 0.1 0.1 0.0
C -0.057947 -3.103348 -5.130062 0.0 0.0 0.0
H 2.353896 -4.917610 -2.388494 0.1 0.0 0.0
H -1.038484 -1.906617 -7.650880 0.0 -0.1 0.0
N 1.266465 5.413233 -0.570969 -0.2 -0.1 -0.1
H 2.222891 -2.227054 -7.468861 0.0 0.0 0.0
C 3.455598 0.640173 3.430221 0.0 0.1 0.0
C -0.463391 -0.349640 5.316810 -0.2 0.0 -0.1
H 1.503255 1.892404 -3.253851 0.1 -0.1 -0.1
H 0.354040 -2.292273 1.477149 0.0 0.0 -0.1
H -4.191417 3.552447 -0.873294 0.0 0.0 0.0
O -1.232846 -0.369381 6.392516 -0.2 0.1 0.0
N -1.680158 4.975792 -3.902352 0.1 -0.1 0.3
O -1.656591 4.041414 1.794757 0.1 -0.1 0.0
```
Positions in Å, forces in eV/Å.

Output
Highest occupied orbital energy = -10.66 eV
Total charge = +1
LUMO level = -6.0 eV
Orbital gap = 4.7 eV

***

DFT (ωB97M-V/def2-TZVPD) results for a molecular structure, C20H38BN4O5SSn at a distorted geometry.

The geometry in XYZ format:
```
70
Properties=species:S:1:pos:R:3:forces:R:3
C 10.457579 14.424987 12.434198 0.4 0.9 -0.7
H 4.638798 8.969630 15.364806 1.6 -0.3 -0.8
H 5.010767 10.743643 12.917376 0.0 0.2 0.1
H 7.308689 12.797032 17.299147 0.6 0.0 0.1
H 7.748734 14.323046 16.694324 1.1 -0.7 0.3
C 9.045080 14.108985 12.851014 -1.0 -0.1 0.3
H 9.891540 14.368979 14.878016 -0.6 -0.4 -0.1
C 6.266783 11.794410 4.269570 -0.8 0.7 1.6
C 6.129462 14.040474 4.539020 -0.4 0.6 2.7
H 6.680762 13.232324 2.673336 -0.1 -0.1 -1.2
H 9.043651 6.542479 11.910970 1.2 0.1 -0.9
H 8.747133 13.126625 12.488606 0.1 -0.3 0.0
H 6.312994 7.242107 12.860070 -0.7 0.0 0.3
Sn 9.011287 9.470865 13.831579 -0.5 -0.1 0.1
C 8.378529 7.314122 16.124730 -0.1 -0.2 0.9
C 9.448980 13.130118 17.791528 -0.9 -0.6 0.3
H 8.255293 15.009579 14.619249 0.1 -0.3 0.4
H 10.753721 13.907295 11.534074 0.0 -0.2 -0.3
N 5.957179 13.403749 5.735693 -0.8 0.3 0.4
H 9.285925 12.282565 18.503352 -0.4 0.8 -0.4
O 8.672334 7.022023 13.841637 -0.5 -0.6 0.6
C 5.484542 9.763096 12.912895 -2.0 -0.6 -2.1
H 6.411118 8.431395 17.092090 -0.3 -0.1 0.0
N 5.163278 13.860797 9.116951 -0.9 -1.2 0.2
H 6.561769 10.028559 16.357049 0.2 0.8 0.3
H 7.934800 5.481295 12.716396 0.0 -0.4 -0.1
O 7.997862 8.657320 15.767508 -0.5 0.5 0.6
C 9.741718 14.419543 18.537515 0.0 -0.3 0.2
H 3.964007 17.168166 4.451143 0.4 0.4 0.9
H 9.448880 7.313307 16.404041 -0.3 0.0 -0.8
H 10.602623 15.499259 12.191827 0.0 -0.6 0.5
O 6.228471 9.541857 14.008239 1.9 -0.4 2.4
H 9.966768 15.206147 17.802178 0.1 0.0 0.6
N 5.396445 12.730556 8.279771 -0.1 -0.6 1.1
H 6.652514 6.867461 11.176803 0.1 0.0 -0.1
C 6.327095 9.615768 11.636062 1.2 -1.3 0.8
H 6.814082 10.576167 11.418245 -0.2 -0.5 -0.5
H 5.713726 9.160280 10.843465 0.4 0.7 0.0
H 5.087485 10.559014 8.520206 0.3 0.5 -0.3
H 6.395459 10.808397 3.886932 0.0 -0.4 -0.3
H 11.143859 14.111928 13.213176 0.3 0.1 0.0
O 7.459456 8.679116 11.890632 -0.8 0.2 0.0
C 6.599720 8.979304 16.175684 1.5 -0.8 -0.1
H 8.421220 5.370202 15.169477 0.3 0.4 -0.2
H 4.674600 9.029855 12.917863 -0.2 0.0 -0.4
H 8.914189 14.706785 19.191492 -0.1 0.1 -0.4
H 8.273908 14.779176 12.421105 0.6 -0.2 0.1
N 5.970545 11.986484 5.581117 0.4 1.4 0.2
C 8.915271 14.161474 14.390303 0.3 0.6 -0.3
H 10.558327 14.216878 19.232772 0.3 0.4 -0.3
H 6.997244 6.215311 14.792528 -1.6 0.2 -0.2
S 8.069357 12.747335 15.134015 -0.9 1.2 -0.5
H 4.246182 14.050360 11.020742 0.8 -1.3 -1.3
C 4.620958 11.860173 10.176546 -0.3 2.6 -0.2
C 5.717013 8.682229 15.028978 -2.5 -0.2 0.5
C 7.064232 7.281006 12.098603 -0.2 1.2 -0.7
C 5.080970 11.559824 8.951497 -0.5 -0.9 0.4
C 4.631533 13.337330 10.212292 0.4 0.5 -0.1
H 7.906805 7.073645 17.085151 -0.2 -0.2 -0.4
H 6.120809 15.142490 4.526588 0.0 -0.8 -0.3
O 8.778971 11.456493 14.658433 0.6 0.1 0.7
H 3.707098 16.886171 3.845333 -0.4 -0.4 -0.9
C 8.233663 6.511859 12.580015 -0.5 -0.4 0.7
C 8.201744 13.296060 16.875184 -1.1 -0.7 0.2
C 8.013123 6.379843 14.986625 2.8 0.0 0.2
H 4.192055 11.257735 10.936815 -0.2 -0.5 0.2
C 6.316036 13.052450 3.644588 1.0 -1.1 -0.8
B 5.665521 12.725123 6.931851 0.8 0.6 -2.7
H 10.326065 12.765346 17.284583 0.4 0.3 -0.8
H 5.669402 7.579956 14.765102 0.1 1.5 0.0
```
Positions in Å, forces in eV/Å.

Output
Highest occupied orbital energy = -17.23 eV
Total charge = +3
LUMO level = -8.0 eV
Orbital gap = 9.3 eV

***

no.,E (hartree)
1,-590.09378
2,-6324.29099
3,-7692.66548
4,-2016.34389